(A)
Density functional theory data (ωB97M-V/def2-TZVPD) for a cluster of 14 separate species, C48H114N14O12 in total.

Total charge = 0

Last columns: bonded neighbours and bond lengths (Å).
Atoms and positions in Å:
1 C -2.35408 0.60762 -5.36760  C2 1.561, H8 1.090, H9 1.090, H10 1.090
2 C -0.90197 0.32444 -4.86826  C1 1.561, N3 1.495, H11 1.090, H12 1.090
3 N -0.04847 -0.71274 -5.52407  C2 1.495, C4 1.452, C6 1.479
4 C 0.56404 -0.22895 -6.74801  N3 1.452, C5 1.550, H13 1.090, H14 1.090
5 C 1.78321 0.64801 -6.36349  C4 1.550, H15 1.090, H16 1.090, H17 1.090
6 C -0.72801 -1.99668 -5.80445  N3 1.479, C7 1.519, H18 1.090, H19 1.090
7 C -1.15935 -2.74942 -4.55716  C6 1.519, H20 1.090, H21 1.090, H22 1.090
8 H -2.32882 0.96655 -6.39650  C1 1.090
9 H -2.68097 1.45921 -4.77092  C1 1.090
10 H -2.97809 -0.25417 -5.13087  C1 1.090
11 H -0.42794 1.30592 -4.85948  C2 1.090
12 H -0.94565 0.08580 -3.80560  C2 1.090
13 H 0.79335 -0.95565 -7.52738  C4 1.090
14 H -0.09425 0.44927 -7.29093  C4 1.090
15 H 2.33880 0.93390 -7.25662  C5 1.090
16 H 1.33592 1.53522 -5.91528  C5 1.090
17 H 2.47767 0.22346 -5.63852  C5 1.090
18 H -0.17156 -2.72450 -6.39499  C6 1.090
19 H -1.51179 -1.73559 -6.51552  C6 1.090
20 H -1.67677 -2.08327 -3.86679  C7 1.090
21 H -0.27232 -3.02988 -3.98916  C7 1.090
22 H -1.81486 -3.57034 -4.84785  C7 1.090
23 C 1.79276 -0.86247 -1.10925  C24 1.548, H30 1.090, H31 1.090, H32 1.090
24 C 0.31381 -0.43779 -0.93827  C23 1.548, N25 1.461, H33 1.090, H34 1.090
25 N 0.05014 -0.16110 0.47183  C24 1.461, C26 1.520, C28 1.474
26 C 0.71776 1.06497 1.07414  N25 1.520, C27 1.510, H35 1.090, H36 1.090
27 C 0.71003 1.14777 2.58210  C26 1.510, H37 1.090, H38 1.090, H39 1.090
28 C -1.39390 -0.26368 0.75055  N25 1.474, C29 1.534, H40 1.090, H41 1.090
29 C -1.70314 -1.52266 1.56975  C28 1.534, H42 1.090, H43 1.090, H44 1.090
30 H 2.22092 -1.49255 -0.32965  C23 1.090
31 H 2.29625 0.10237 -1.17001  C23 1.090
32 H 1.87007 -1.40043 -2.05409  C23 1.090
33 H 0.03791 0.43106 -1.53583  C24 1.090
34 H -0.33295 -1.18363 -1.40035  C24 1.090
35 H 1.71633 1.15282 0.64608  C26 1.090
36 H 0.11502 1.87634 0.66612  C26 1.090
37 H 0.68658 0.15505 3.03162  C27 1.090
38 H 1.53231 1.76339 2.94675  C27 1.090
39 H -0.25914 1.56396 2.85703  C27 1.090
40 H -2.02400 -0.23058 -0.13826  C28 1.090
41 H -1.67878 0.65658 1.26053  C28 1.090
42 H -2.75154 -1.60464 1.85653  C29 1.090
43 H -1.14177 -1.49098 2.50354  C29 1.090
44 H -1.50533 -2.46250 1.05431  C29 1.090
45 C -5.72982 -1.30546 2.64248  O46 1.186, N47 1.356, H50 1.101
46 O -4.79710 -1.86680 3.11207  C45 1.186
47 N -6.46815 -0.36097 3.27659  C45 1.356, C48 1.496, C49 1.469
48 C -6.21072 -0.00055 4.70601  N47 1.496, H51 1.090, H52 1.090, H53 1.090
49 C -7.48517 0.40990 2.54876  N47 1.469, H54 1.090, H55 1.090, H56 1.090
50 H -6.27182 -1.52490 1.70959  C45 1.101
51 H -6.02987 1.06217 4.86735  C48 1.090
52 H -5.34419 -0.50417 5.13449  C48 1.090
53 H -7.13665 -0.34205 5.16876  C48 1.090
54 H -8.33069 0.66394 3.18803  C49 1.090
55 H -6.96001 1.26258 2.11836  C49 1.090
56 H -7.82248 -0.19017 1.70363  C49 1.090
57 C 1.06263 3.46696 -1.23930  O58 1.240, N59 1.375, H62 1.101
58 O 0.79336 4.07292 -0.19152  C57 1.240
59 N 1.05965 4.10116 -2.45947  C57 1.375, C60 1.452, C61 1.497
60 C 1.33685 3.43936 -3.72157  N59 1.452, H63 1.090, H64 1.090, H65 1.090
61 C 0.42044 5.43673 -2.67683  N59 1.497, H66 1.090, H67 1.090, H68 1.090
62 H 1.26704 2.39053 -1.34747  C57 1.101
63 H 0.46817 3.24302 -4.35002  C60 1.090
64 H 1.79254 2.46169 -3.56471  C60 1.090
65 H 2.13095 3.87036 -4.33127  C60 1.090
66 H 1.10525 6.22827 -2.98115  C61 1.090
67 H -0.45511 5.22588 -3.29088  C61 1.090
68 H 0.15974 5.96143 -1.75769  C61 1.090
69 C 2.30153 -4.07610 -5.47395  O70 1.190, N71 1.317, H74 1.101
70 O 1.69338 -5.09784 -5.52069  C69 1.190
71 N 2.59461 -3.38161 -4.39398  C69 1.317, C72 1.461, C73 1.455
72 C 3.37611 -2.14846 -4.34444  N71 1.461, H75 1.090, H76 1.090, H77 1.090
73 C 2.46651 -4.07995 -3.12451  N71 1.455, H78 1.090, H79 1.090, H80 1.090
74 H 2.62915 -3.56513 -6.39252  C69 1.101
75 H 3.58685 -1.87750 -5.37898  C72 1.090
76 H 4.25241 -2.30268 -3.71481  C72 1.090
77 H 2.77669 -1.36129 -3.88710  C72 1.090
78 H 2.13390 -5.11784 -3.14106  C73 1.090
79 H 3.46140 -4.12547 -2.68154  C73 1.090
80 H 1.83093 -3.41806 -2.53626  C73 1.090
81 C -0.30872 5.55827 6.24662  O82 1.272, N83 1.308, H86 1.101
82 O -0.79190 6.13175 7.27379  C81 1.272
83 N 0.69835 4.73354 6.37326  C81 1.308, C84 1.468, C85 1.446
84 C 1.54680 4.24100 5.28104  N83 1.468, H87 1.090, H88 1.090, H89 1.090
85 C 1.15482 4.28455 7.66935  N83 1.446, H90 1.090, H91 1.090, H92 1.090
86 H -0.62860 5.70408 5.20325  C81 1.101
87 H 2.57891 4.17925 5.62605  C84 1.090
88 H 1.44738 5.03734 4.54344  C84 1.090
89 H 1.09577 3.26567 5.09825  C84 1.090
90 H 0.82797 3.25388 7.80713  C85 1.090
91 H 2.22418 4.17140 7.84758  C85 1.090
92 H 0.83876 4.97229 8.45371  C85 1.090
93 C -3.61912 -6.97641 3.09124  O94 1.232, N95 1.422, H98 1.101
94 O -3.24847 -8.12050 3.35650  C93 1.232
95 N -2.92028 -5.77378 3.38579  C93 1.422, C96 1.477, C97 1.435
96 C -1.79084 -5.75222 4.33704  N95 1.477, H99 1.090, H100 1.090, H101 1.090
97 C -3.20802 -4.53196 2.72732  N95 1.435, H102 1.090, H103 1.090, H104 1.090
98 H -4.58674 -6.74042 2.62198  C93 1.101
99 H -0.90218 -5.40550 3.80963  C96 1.090
100 H -1.62242 -6.68887 4.86848  C96 1.090
101 H -2.03813 -5.03168 5.11664  C96 1.090
102 H -3.41561 -3.71502 3.41842  C97 1.090
103 H -2.37026 -4.24064 2.09377  C97 1.090
104 H -4.00579 -4.62110 1.98995  C97 1.090
105 C -5.30064 -2.23912 -1.18660  O106 1.288, N107 1.380, H110 1.101
106 O -5.39595 -3.28250 -0.43760  C105 1.288
107 N -6.20973 -2.13144 -2.21900  C105 1.380, C108 1.488, C109 1.460
108 C -6.19952 -1.00627 -3.19232  N107 1.488, H111 1.090, H112 1.090, H113 1.090
109 C -7.24532 -3.14121 -2.42012  N107 1.460, H114 1.090, H115 1.090, H116 1.090
110 H -4.58038 -1.40914 -1.11905  C105 1.101
111 H -5.47743 -0.26944 -2.84050  C108 1.090
112 H -7.18426 -0.66035 -3.50650  C108 1.090
113 H -5.71826 -1.36378 -4.10264  C108 1.090
114 H -7.88058 -2.92455 -3.27897  C109 1.090
115 H -6.81450 -4.13714 -2.52318  C109 1.090
116 H -7.95068 -3.26278 -1.59806  C109 1.090
117 C 5.36474 -2.07017 -1.04777  O118 1.205, N119 1.378, H122 1.101
118 O 5.85602 -2.07902 -2.14763  C117 1.205
119 N 5.58187 -1.15501 -0.04041  C117 1.378, C120 1.546, C121 1.459
120 C 6.50630 0.04286 -0.35896  N119 1.546, H123 1.090, H124 1.090, H125 1.090
121 C 4.80577 -1.32338 1.18296  N119 1.459, H126 1.090, H127 1.090, H128 1.090
122 H 4.48230 -2.66079 -0.75678  C117 1.101
123 H 6.94112 0.47118 0.54413  C120 1.090
124 H 5.97458 0.84355 -0.87304  C120 1.090
125 H 7.41066 -0.36473 -0.81073  C120 1.090
126 H 5.49184 -1.41469 2.02502  C121 1.090
127 H 4.34024 -0.33901 1.23191  C121 1.090
128 H 3.92344 -1.96241 1.14760  C121 1.090
129 C 4.86410 2.92687 -5.20643  O130 1.182, N131 1.325, H134 1.101
130 O 4.44395 4.02771 -5.29407  C129 1.182
131 N 4.93146 2.35448 -4.01351  C129 1.325, C132 1.520, C133 1.443
132 C 5.37458 0.90425 -3.91161  N131 1.520, H135 1.090, H136 1.090, H137 1.090
133 C 4.29888 2.88896 -2.83200  N131 1.443, H138 1.090, H139 1.090, H140 1.090
134 H 5.37900 2.46027 -6.06046  C129 1.101
135 H 5.41994 0.39476 -4.87414  C132 1.090
136 H 4.67303 0.45200 -3.21061  C132 1.090
137 H 6.31194 0.85189 -3.35779  C132 1.090
138 H 3.91225 3.90496 -2.91173  C133 1.090
139 H 3.48405 2.30393 -2.40552  C133 1.090
140 H 5.06570 2.95200 -2.05991  C133 1.090
141 C -0.94928 -1.12490 7.75957  O142 1.202, N143 1.332, H146 1.101
142 O -1.56700 -2.07824 8.15201  C141 1.202
143 N -1.29676 -0.44416 6.66858  C141 1.332, C144 1.498, C145 1.469
144 C -0.32091 0.59229 6.20224  N143 1.498, H147 1.090, H148 1.090, H149 1.090
145 C -2.55735 -0.73568 5.97351  N143 1.469, H150 1.090, H151 1.090, H152 1.090
146 H -0.02297 -0.74570 8.21822  C141 1.101
147 H -0.87572 1.53052 6.20690  C144 1.090
148 H -0.14102 0.34646 5.15568  C144 1.090
149 H 0.61896 0.62585 6.75326  C144 1.090
150 H -2.35200 -0.74052 4.90304  C145 1.090
151 H -3.05283 -1.68531 6.17545  C145 1.090
152 H -3.32936 -0.00922 6.22719  C145 1.090
153 C -4.73761 1.79735 -0.14911  O154 1.275, N155 1.361, H158 1.101
154 O -5.52419 0.88284 -0.56362  C153 1.275
155 N -3.70264 2.42751 -0.76862  C153 1.361, C156 1.458, C157 1.500
156 C -2.71518 3.32141 -0.17465  N155 1.458, H159 1.090, H160 1.090, H161 1.090
157 C -3.50974 2.21943 -2.24118  N155 1.500, H162 1.090, H163 1.090, H164 1.090
158 H -4.95048 2.17655 0.86236  C153 1.101
159 H -3.07144 4.03499 0.56830  C156 1.090
160 H -1.89576 3.77071 -0.73571  C156 1.090
161 H -2.03775 2.75458 0.46402  C156 1.090
162 H -3.76586 1.23999 -2.64516  C157 1.090
163 H -4.18549 2.87485 -2.79063  C157 1.090
164 H -2.45916 2.35611 -2.49748  C157 1.090
165 C 1.74527 -3.87622 1.42295  O166 1.210, N167 1.362, H170 1.101
166 O 1.53247 -4.64145 0.50952  C165 1.210
167 N 2.30616 -4.34710 2.57141  C165 1.362, C168 1.468, C169 1.425
168 C 2.32799 -3.40406 3.69657  N167 1.468, H171 1.090, H172 1.090, H173 1.090
169 C 2.29298 -5.73147 2.90925  N167 1.425, H174 1.090, H175 1.090, H176 1.090
170 H 1.48254 -2.80773 1.38431  C165 1.101
171 H 1.40996 -3.60883 4.24738  C168 1.090
172 H 2.16809 -2.35646 3.44147  C168 1.090
173 H 3.16077 -3.70324 4.33303  C168 1.090
174 H 1.46002 -5.72517 3.61228  C169 1.090
175 H 2.00372 -6.38393 2.08540  C169 1.090
176 H 3.24163 -5.97205 3.38913  C169 1.090
177 C 3.39599 4.48176 1.77547  O178 1.201, N179 1.373, H182 1.101
178 O 3.74194 3.63591 2.55490  C177 1.201
179 N 4.18921 4.88474 0.73006  C177 1.373, C180 1.485, C181 1.479
180 C 3.86762 5.95442 -0.24875  N179 1.485, H183 1.090, H184 1.090, H185 1.090
181 C 5.36927 4.10288 0.30316  N179 1.479, H186 1.090, H187 1.090, H188 1.090
182 H 2.57572 5.20938 1.87512  C177 1.101
183 H 3.11426 6.65747 0.10660  C180 1.090
184 H 3.42097 5.55167 -1.15781  C180 1.090
185 H 4.53154 6.75895 -0.56506  C180 1.090
186 H 5.96573 3.72403 1.13311  C181 1.090
187 H 5.01807 3.15801 -0.11154  C181 1.090
188 H 6.11771 4.58290 -0.32733  C181 1.090

(B)
Density functional theory data (ωB97M-V/def2-TZVPD) for a cluster of 14 separate species, C48H114N14O12 in total.

Total charge = 0

Last columns: bonded neighbours and bond lengths (Å).
Atoms and positions in Å:
1 C -2.04700 0.31491 2.23753  C2 1.549, H8 1.093, H9 1.090, H10 1.083
2 C -0.56641 0.20453 1.79527  C1 1.549, N3 1.493, H11 1.090, H12 1.093
3 N -0.41682 0.99765 0.53939  C2 1.493, C4 1.461, C6 1.469
4 C 0.38860 2.18330 0.82033  N3 1.461, C5 1.532, H13 1.094, H14 1.097
5 C 1.87869 1.88640 1.01440  C4 1.532, H15 1.090, H16 1.088, H17 1.094
6 C 0.01471 0.19206 -0.61094  N3 1.469, C7 1.520, H18 1.096, H19 1.092
7 C -1.20440 -0.38752 -1.30973  C6 1.520, H20 1.092, H21 1.095, H22 1.092
8 H -2.00506 -0.12146 3.23858  C1 1.093
9 H -2.62399 -0.33259 1.57663  C1 1.090
10 H -2.45234 1.31649 2.16911  C1 1.083
11 H 0.10756 0.48352 2.60496  C2 1.090
12 H -0.41604 -0.82552 1.46112  C2 1.093
13 H 0.20138 2.96950 0.08339  C4 1.094
14 H 0.10317 2.68082 1.75519  C4 1.097
15 H 2.38066 2.72855 1.49169  C5 1.090
16 H 1.99095 0.98883 1.61957  C5 1.088
17 H 2.35975 1.77630 0.03857  C5 1.094
18 H 0.66460 -0.63702 -0.30769  C6 1.096
19 H 0.55456 0.82076 -1.32191  C6 1.092
20 H -1.72846 -1.14754 -0.72632  C7 1.092
21 H -0.95301 -0.84133 -2.27456  C7 1.095
22 H -1.92163 0.38550 -1.59469  C7 1.092
23 C -5.21242 -0.50103 -7.84175  C24 1.536, H30 1.090, H31 1.092, H32 1.092
24 C -5.73889 -1.73310 -7.09146  C23 1.536, N25 1.442, H33 1.102, H34 1.091
25 N -4.71696 -2.56528 -6.50576  C24 1.442, C26 1.448, C28 1.472
26 C -4.29487 -2.07716 -5.20993  N25 1.448, C27 1.539, H35 1.095, H36 1.107
27 C -3.21773 -2.88077 -4.45909  C26 1.539, H37 1.088, H38 1.086, H39 1.091
28 C -5.08947 -3.98913 -6.53740  N25 1.472, C29 1.500, H40 1.098, H41 1.091
29 C -4.72671 -4.56093 -7.87554  C28 1.500, H42 1.098, H43 1.091, H44 1.094
30 H -4.63015 0.18171 -7.22374  C23 1.090
31 H -6.11807 -0.04136 -8.24293  C23 1.092
32 H -4.57933 -0.77140 -8.68910  C23 1.092
33 H -6.46200 -1.35301 -6.35219  C24 1.102
34 H -6.34147 -2.25486 -7.83640  C24 1.091
35 H -3.92617 -1.04810 -5.26952  C26 1.095
36 H -5.17267 -2.00177 -4.54045  C26 1.107
37 H -2.89146 -2.31757 -3.58714  C27 1.088
38 H -3.63371 -3.83982 -4.16477  C27 1.086
39 H -2.35977 -2.97757 -5.12669  C27 1.091
40 H -6.14365 -4.09553 -6.24744  C28 1.098
41 H -4.56109 -4.57352 -5.78284  C28 1.091
42 H -5.00249 -5.60727 -8.06437  C29 1.098
43 H -3.65682 -4.59753 -8.08430  C29 1.091
44 H -5.23744 -4.04470 -8.69337  C29 1.094
45 C 7.66251 -0.24401 -1.53278  C46 1.503, H50 1.081, H51 1.094, H52 1.096
46 C 7.36744 0.93404 -2.41797  C45 1.503, O47 1.225, N48 1.363
47 O 8.08885 1.20316 -3.37136  C46 1.225
48 N 6.20542 1.63082 -2.26809  C46 1.363, C49 1.436, H53 1.006
49 C 5.30230 1.51765 -1.15791  N48 1.436, H54 1.096, H55 1.098, H56 1.086
50 H 8.43964 -0.89908 -1.90142  C45 1.081
51 H 6.72703 -0.78825 -1.37160  C45 1.094
52 H 7.93568 0.15528 -0.54972  C45 1.096
53 H 6.08511 2.22821 -3.06902  N48 1.006
54 H 5.83672 1.60776 -0.20566  C49 1.096
55 H 4.87675 0.51144 -1.05162  C49 1.098
56 H 4.50275 2.24992 -1.22502  C49 1.086
57 C 3.06259 3.23695 7.31777  C58 1.527, H62 1.093, H63 1.091, H64 1.084
58 C 3.72832 3.96374 6.15128  C57 1.527, O59 1.228, N60 1.342
59 O 4.18540 5.10073 6.23719  C58 1.228
60 N 3.83227 3.25704 5.01549  C58 1.342, C61 1.449, H65 1.015
61 C 4.29381 3.74714 3.73217  N60 1.449, H66 1.085, H67 1.097, H68 1.090
62 H 3.31618 3.87308 8.16931  C57 1.093
63 H 3.61009 2.33329 7.58975  C57 1.091
64 H 2.00501 3.15557 7.09305  C57 1.084
65 H 3.73340 2.24734 5.04395  N60 1.015
66 H 4.28803 4.83049 3.66863  C61 1.085
67 H 3.57905 3.45072 2.95475  C61 1.097
68 H 5.21971 3.22546 3.48954  C61 1.090
69 C 4.07774 5.28857 -1.78552  C70 1.524, H74 1.090, H75 1.089, H76 1.089
70 C 2.71583 4.66600 -2.06638  C69 1.524, O71 1.224, N72 1.348
71 O 1.73299 4.99762 -1.41686  C70 1.224
72 N 2.64663 3.90757 -3.17874  C70 1.348, C73 1.435, H77 1.007
73 C 1.49581 3.23697 -3.71212  N72 1.435, H78 1.086, H79 1.092, H80 1.091
74 H 4.81245 4.60829 -1.35518  C69 1.090
75 H 3.87703 6.02620 -1.01029  C69 1.089
76 H 4.45799 5.81484 -2.65964  C69 1.089
77 H 3.54933 3.78298 -3.60779  N72 1.007
78 H 0.54810 3.57015 -3.29924  C73 1.086
79 H 1.48836 2.15850 -3.54247  C73 1.092
80 H 1.46917 3.37452 -4.79457  C73 1.091
81 C 1.56498 -3.24894 -1.55110  C82 1.537, H86 1.090, H87 1.092, H88 1.090
82 C 1.79599 -4.75854 -1.72529  C81 1.537, O83 1.219, N84 1.345
83 O 1.51170 -5.56150 -0.85300  C82 1.219
84 N 2.33716 -5.05937 -2.91932  C82 1.345, C85 1.456, H89 1.013
85 C 2.78836 -6.39214 -3.29299  N84 1.456, H90 1.091, H91 1.090, H92 1.088
86 H 1.01658 -2.78443 -2.37093  C81 1.090
87 H 2.50665 -2.70230 -1.46268  C81 1.092
88 H 1.03576 -3.08245 -0.61268  C81 1.090
89 H 2.57186 -4.28581 -3.52941  N84 1.013
90 H 2.73884 -6.53437 -4.37368  C85 1.091
91 H 2.07574 -7.16677 -3.00811  C85 1.090
92 H 3.78157 -6.47479 -2.85664  C85 1.088
93 C 0.67990 5.42706 4.30026  C94 1.524, H98 1.089, H99 1.092, H100 1.092
94 C -0.15629 4.24007 4.76278  C93 1.524, O95 1.222, N96 1.344
95 O 0.29056 3.42014 5.55033  C94 1.222
96 N -1.37167 4.15747 4.19442  C94 1.344, C97 1.443, H101 1.004
97 C -2.34834 3.15522 4.54530  N96 1.443, H102 1.093, H103 1.087, H104 1.091
98 H 1.73624 5.22105 4.46778  C93 1.089
99 H 0.52653 6.38055 4.80940  C93 1.092
100 H 0.48113 5.62025 3.24409  C93 1.092
101 H -1.73161 4.87771 3.59419  N96 1.004
102 H -3.13223 3.49450 5.22745  C97 1.093
103 H -1.87375 2.31454 5.04409  C97 1.087
104 H -2.89815 2.67394 3.73562  C97 1.091
105 C 2.22300 -1.57226 6.07882  C106 1.521, H110 1.096, H111 1.099, H112 1.082
106 C 2.12144 -0.19611 5.43827  C105 1.521, O107 1.234, N108 1.329
107 O 3.17015 0.33657 5.06560  C106 1.234
108 N 0.97845 0.47975 5.48852  C106 1.329, C109 1.475, H113 1.013
109 C -0.32432 -0.00892 5.97814  N108 1.475, H114 1.087, H115 1.084, H116 1.090
110 H 1.74851 -2.37612 5.50539  C105 1.096
111 H 1.54663 -1.60227 6.94495  C105 1.099
112 H 3.19492 -1.87125 6.44864  C105 1.082
113 H 0.99651 1.45544 5.21540  N108 1.013
114 H -0.66050 -0.74669 5.25367  C109 1.087
115 H -1.00092 0.81911 6.15640  C109 1.084
116 H -0.11329 -0.41352 6.96857  C109 1.090
117 C -3.81798 -1.51487 4.88281  C118 1.506, H122 1.085, H123 1.092, H124 1.094
118 C -3.57119 -0.70907 6.13154  C117 1.506, O119 1.227, N120 1.346
119 O -3.96367 0.44841 6.23845  C118 1.227
120 N -2.95104 -1.34232 7.14434  C118 1.346, C121 1.441, H125 1.006
121 C -2.62398 -0.80499 8.44123  N120 1.441, H126 1.092, H127 1.091, H128 1.090
122 H -4.32911 -0.99929 4.07678  C117 1.085
123 H -4.42546 -2.38582 5.13818  C117 1.092
124 H -2.82464 -1.78157 4.50990  C117 1.094
125 H -2.77945 -2.33280 7.09993  N120 1.006
126 H -1.85969 -1.42481 8.91521  C121 1.092
127 H -3.49658 -0.78921 9.09664  C121 1.091
128 H -2.14515 0.17461 8.45212  C121 1.090
129 C -1.60249 1.14564 -6.45488  C130 1.501, H134 1.091, H135 1.089, H136 1.094
130 C -1.57419 1.55971 -5.01261  C129 1.501, O131 1.228, N132 1.364
131 O -0.74873 1.01744 -4.28206  C130 1.228
132 N -2.42596 2.56994 -4.67400  C130 1.364, C133 1.456, H137 1.007
133 C -2.41054 3.22403 -3.37286  N132 1.456, H138 1.093, H139 1.089, H140 1.086
134 H -1.66015 0.05771 -6.51922  C129 1.091
135 H -0.69416 1.43240 -6.98223  C129 1.089
136 H -2.49838 1.47880 -6.98631  C129 1.094
137 H -2.69235 3.13794 -5.46165  N132 1.007
138 H -1.63884 3.99630 -3.31293  C133 1.093
139 H -2.10830 2.46352 -2.65422  C133 1.089
140 H -3.39326 3.63449 -3.15797  C133 1.086
141 C 0.68683 -2.46429 -5.99648  C142 1.506, H146 1.086, H147 1.093, H148 1.095
142 C 1.85422 -2.10385 -5.11605  C141 1.506, O143 1.225, N144 1.343
143 O 2.84050 -2.82463 -5.02004  C142 1.225
144 N 1.71038 -0.94245 -4.45703  C142 1.343, C145 1.459, H149 1.010
145 C 2.70206 -0.49176 -3.48644  N144 1.459, H150 1.083, H151 1.093, H152 1.092
146 H -0.15323 -3.03738 -5.61452  C141 1.086
147 H 1.09865 -2.96021 -6.87861  C141 1.093
148 H 0.25649 -1.55220 -6.42356  C141 1.095
149 H 0.99765 -0.28654 -4.74260  N144 1.010
150 H 3.63221 -1.04520 -3.51860  C145 1.083
151 H 2.26626 -0.53490 -2.48481  C145 1.093
152 H 2.85347 0.57521 -3.66210  C145 1.092
153 C -2.09321 -5.08985 4.77626  C154 1.517, H158 1.089, H159 1.088, H160 1.088
154 C -3.30381 -4.81703 3.90306  C153 1.517, O155 1.225, N156 1.358
155 O -4.45146 -5.11062 4.21322  C154 1.225
156 N -3.07978 -4.38869 2.63350  C154 1.358, C157 1.469, H161 1.004
157 C -1.81363 -3.82865 2.14375  N156 1.469, H162 1.091, H163 1.085, H164 1.093
158 H -1.22262 -5.29759 4.15589  C153 1.089
159 H -2.33182 -6.02081 5.28685  C153 1.088
160 H -1.84723 -4.28635 5.46714  C153 1.088
161 H -3.86248 -4.36629 2.00435  N156 1.004
162 H -1.33033 -4.61250 1.55838  C157 1.091
163 H -1.17981 -3.39400 2.90952  C157 1.085
164 H -2.08390 -2.99465 1.49153  C157 1.093
165 C 2.91550 -1.95228 1.49230  C166 1.530, H170 1.090, H171 1.092, H172 1.084
166 C 4.21231 -2.46752 0.86564  C165 1.530, O167 1.225, N168 1.353
167 O 4.72874 -1.95895 -0.12220  C166 1.225
168 N 4.88746 -3.41206 1.55962  C166 1.353, C169 1.442, H173 1.006
169 C 6.20328 -3.90530 1.23413  N168 1.442, H174 1.084, H175 1.089, H176 1.100
170 H 3.05367 -1.91790 2.57276  C165 1.090
171 H 2.12433 -2.69014 1.34247  C165 1.092
172 H 2.74448 -1.01975 0.96772  C165 1.084
173 H 4.47583 -3.73015 2.42046  N168 1.006
174 H 6.67973 -3.30291 0.46950  C169 1.084
175 H 6.30715 -4.98284 1.11794  C169 1.089
176 H 6.82803 -3.72062 2.12088  C169 1.100
177 C -6.69449 4.95846 0.04305  C178 1.530, H182 1.092, H183 1.085, H184 1.095
178 C -5.54641 4.11477 -0.51464  C177 1.530, O179 1.225, N180 1.336
179 O -5.62800 3.80278 -1.69688  C178 1.225
180 N -4.56321 3.74634 0.31165  C178 1.336, C181 1.449, H185 1.003
181 C -3.68999 2.64743 -0.04983  N180 1.449, H186 1.085, H187 1.095, H188 1.090
182 H -7.53940 4.44799 -0.42269  C177 1.092
183 H -6.68126 6.01455 -0.20510  C177 1.085
184 H -6.92452 4.84949 1.10759  C177 1.095
185 H -4.55721 4.02913 1.27356  N180 1.003
186 H -3.60791 2.48606 -1.11964  C181 1.085
187 H -4.14468 1.71478 0.30086  C181 1.095
188 H -2.65328 2.68572 0.28415  C181 1.090

The winner here is (B), beating the second structure by 0.3795 hartree.